ORCA calculation (ωB97M-V with the def2-TZVPD basis set) on a molecular structure, C5H7N in a non-equilibrium geometry.

```
13
Properties=species:S:1:pos:R:3:forces:R:3
C 1.847 0.057 0.242 0.1 0.0 0.0
C 0.363 0.145 0.045 -0.2 -0.1 0.0
C -0.451 -0.947 -0.238 -0.2 0.0 0.4
N -1.821 -0.339 -0.285 -0.3 0.4 -0.9
C -1.816 1.056 -0.124 0.3 -0.6 0.2
C -0.445 1.299 0.087 0.1 0.0 0.1
H 2.192 0.784 0.983 -0.1 -0.1 -0.1
H 2.160 -0.941 0.565 -0.1 0.2 -0.1
H 2.357 0.278 -0.701 0.0 0.0 0.1
H -0.251 -1.942 -0.614 0.0 0.2 -0.1
H -2.581 -0.816 -0.747 0.0 0.0 0.1
H -1.437 -1.073 0.644 0.5 0.3 0.3
H -0.044 2.289 0.304 -0.1 -0.3 -0.1
```
Forces are in eV/Å.

Calculated values
* DFT total energy: -249.30381 Ha
* frontier orbital gap: 8.659 eV
* relative energy (zero: lowest compared OMol25 entry of this formula, charge and spin): 106.3 kcal/mol
* charge: 0
* multiplicity: 1

natural (NBO) charges, unit e, in atom order: -0.64 0.01 -0.31 -0.60 -0.08 -0.37 0.23 0.22 0.23 0.25 0.43 0.42 0.21